DFT (ωB97M-V with the def2-TZVPD basis set) results for a molecular structure, C45H53FN5O8P2S4Se2SiY at a distorted geometry.

Positions of all 122 atoms, in Å:
C 3.52 -2.86 1.96
H 5.75 6.07 0.10
H -1.79 -4.46 -0.73
Se 0.67 -3.10 -1.65
H -6.31 3.83 -0.59
C -5.68 2.41 -2.09
H 0.50 0.67 -3.29
H -4.42 1.60 2.82
Se 6.26 -0.56 0.47
H 6.14 0.30 5.81
S -2.15 0.67 -2.75
H 5.73 4.40 -1.73
N 1.09 1.35 0.07
H 1.43 -6.05 2.54
C 4.74 -3.40 -1.32
P 4.63 0.60 1.14
H -0.33 3.65 -0.47
H -7.75 1.87 -2.43
C 1.88 -4.45 1.20
C 5.52 4.09 -0.71
C -1.82 5.71 -1.60
H -2.51 4.73 -4.02
C 6.04 -2.51 -3.13
H 6.58 -4.25 -2.00
C -5.27 2.39 -3.55
H -1.95 3.83 1.14
H -4.95 1.39 -3.85
O 0.81 -0.25 -3.25
H -0.76 1.70 1.95
C 5.27 4.63 1.61
C 4.35 0.41 2.93
N 0.96 0.10 -0.31
C -2.83 1.87 1.40
H 2.22 0.08 2.80
H 4.60 -4.13 -0.54
H -6.10 2.70 -4.18
C -3.01 -3.43 -2.52
C -6.89 1.51 -1.87
H 3.24 -0.68 -2.66
H -6.78 4.27 -2.24
H -5.09 4.45 -1.72
C -2.20 -6.14 0.49
H -4.12 0.19 1.79
H 0.16 -0.72 -3.79
C -2.92 3.40 1.40
H 3.88 -0.17 6.72
H 5.24 -0.77 -4.10
C 2.99 0.42 0.44
C -1.61 4.26 -3.63
H -4.96 1.60 1.13
C 2.62 -3.29 1.00
H -6.66 0.49 -2.20
S -0.13 -1.72 1.85
H 4.37 -3.24 3.88
H -4.43 3.07 -3.73
H -2.78 6.09 -1.96
C -4.87 -5.65 -0.19
H 6.44 0.61 3.38
O -2.73 3.54 -1.64
H -1.83 5.72 -0.51
C 3.99 -1.44 -2.51
C 5.25 2.77 -0.44
C 4.97 2.37 0.86
C 3.68 -3.59 3.13
C -2.54 -5.13 -0.33
H 5.27 5.36 2.42
H 1.14 -4.76 0.47
Si -3.02 1.93 -1.39
H -7.14 1.47 -0.81
C 5.85 -3.46 -2.14
H 1.94 -0.30 5.19
C 2.04 -5.18 2.37
H -5.22 -7.22 1.04
N -4.47 -6.67 0.65
S -2.90 -2.12 1.09
O -3.00 -7.98 1.78
C 5.28 0.26 5.15
H 5.25 2.03 -1.24
H -4.50 -2.94 -0.98
C 5.54 5.03 0.32
H -1.87 1.91 3.32
H 3.03 -5.29 4.26
C 2.92 -0.07 4.81
S -1.81 -3.63 3.42
H -0.13 2.72 -1.94
O -4.65 1.89 -1.25
H 4.11 -1.97 1.82
C 5.10 -1.51 -3.32
H -3.66 3.76 0.69
N -3.84 -4.90 -0.71
C 4.98 3.30 1.89
C -3.19 -7.02 1.06
O -2.46 1.38 0.08
O -6.04 -5.47 -0.46
C -4.19 -3.79 -1.60
H 0.54 4.36 -1.84
F -0.91 -6.36 0.81
P 2.30 -2.31 -0.50
Y -1.16 -0.98 -0.73
O -2.90 -4.02 -3.58
H -0.74 4.80 -4.02
H -5.03 -4.12 -2.21
H 6.92 -2.56 -3.76
C -1.63 -2.50 2.21
H -1.76 0.34 2.49
N 2.29 1.57 0.53
C 4.01 0.00 5.66
H -3.19 3.74 2.40
C 5.45 0.45 3.79
C -0.30 3.72 -1.56
H 4.74 3.00 2.90
H -1.02 6.36 -1.94
C 2.93 -4.74 3.34
C -1.74 1.42 2.35
C 3.81 -2.38 -1.50
C -5.99 3.84 -1.63
C -4.18 1.27 1.80
O -2.22 -2.53 -2.07
C -1.61 4.28 -2.11
C 3.08 0.15 3.45
C 2.14 -0.55 -0.10
H -1.57 3.23 -3.98

For the HOMO energy, the calculation gives -2.34 eV. The max |F| is 0.0230 hartree/bohr. As for the HOMO-LUMO gap: 5.9 eV. Its charge is -2. Its spin multiplicity is 1. The energy comes out at -10128.93684 hartree. The calculation puts the relative energy (zero: lowest compared OMol25 entry of this formula, charge and spin) at 4.0 kcal per mole.